[1]
ORCA calculation (ωB97M-V/def2-TZVPD) on a molecular structure, C39H37ClF4N6O7S2Ti at a distorted geometry.

Atoms and positions in Å:
Ti1 0.49202 -0.06930 0.16012
C1 -3.69537 -1.30096 -1.36073
N1 -3.01786 -0.01769 -1.42230
C2 -3.99228 1.05812 -1.35673
C3 -2.14680 0.09402 -2.57887
C4 -0.86704 0.96694 -2.35649
N2 -0.52796 1.23813 -0.94725
C5 -1.06889 2.37962 -0.37921
C6 -1.21899 2.42377 1.00858
F1 -0.78253 1.34833 1.69756
C7 -1.72657 3.47458 1.72636
F2 -1.79944 3.37392 3.05625
C8 -2.14188 4.62212 1.08877
C9 -1.98354 4.64346 -0.27902
F3 -2.33622 5.73997 -0.96300
C10 -1.45546 3.58548 -0.99517
F4 -1.30106 3.80326 -2.31527
H1 -4.39407 -1.45007 -2.20102
H2 -4.26165 -1.36491 -0.42946
H3 -2.96312 -2.10906 -1.36572
H4 -4.74219 0.98104 -2.16287
H5 -3.50614 2.02851 -1.44726
H6 -4.50786 1.02682 -0.39472
H7 -2.69487 0.51234 -3.43823
H8 -1.83194 -0.90510 -2.86234
H9 -0.99474 1.88803 -2.90181
H10 -0.02257 0.46494 -2.81799
H11 -2.56819 5.45899 1.62382
S1 0.18650 -2.23728 -1.64255
C11 1.51960 -1.33570 -2.07642
N3 1.92678 -0.27947 -1.37266
C12 3.07592 0.31201 -1.93576
C13 3.81942 1.38857 -1.45802
C14 4.93404 1.82034 -2.15916
C15 5.34115 1.19354 -3.33334
C16 4.63406 0.10331 -3.80938
C17 3.52023 -0.32571 -3.10302
S2 2.49665 -1.68247 -3.47424
H12 3.53870 1.87580 -0.54241
H13 5.49674 2.66405 -1.77664
H14 6.21307 1.54880 -3.86912
H15 4.93861 -0.41225 -4.71298
C18 5.81387 -0.20121 1.63828
O1 4.72786 -0.82491 2.30179
C19 4.98208 -1.91452 3.07994
C20 6.25338 -2.41864 3.31479
C21 6.43580 -3.55031 4.10241
C22 5.33858 -4.18415 4.65320
C23 4.06771 -3.67747 4.42345
C24 3.86547 -2.54381 3.64714
N4 2.53726 -2.10247 3.47076
C25 2.12165 -1.11117 2.56830
N5 2.12048 0.11066 3.09172
C26 2.11005 1.31942 2.38754
C27 1.65112 1.44470 1.08156
C28 1.72070 2.74042 0.53241
C29 2.19658 3.82178 1.23949
C30 2.63555 3.67001 2.55404
C31 2.60242 2.41524 3.12022
O2 3.00996 2.12531 4.38634
C32 3.57759 3.17976 5.14138
N6 1.74567 -1.37426 1.34866
C33 2.11094 -2.69317 0.88621
C34 3.24325 -2.80981 0.09725
C35 3.62144 -4.03057 -0.44259
C36 2.85354 -5.15062 -0.18163
C37 1.74603 -5.06202 0.65337
C38 1.39143 -3.84328 1.21540
O3 0.37471 -3.68205 2.09624
C39 -0.41958 -4.81719 2.41476
H16 5.38597 0.62213 1.07373
H17 6.30930 -0.89262 0.95079
H18 6.54629 0.18711 2.35078
H19 7.11447 -1.93987 2.87248
H20 7.43500 -3.92777 4.27650
H21 5.46168 -5.07314 5.25800
H22 3.19889 -4.16649 4.85354
H23 1.85202 -2.84283 3.52818
H24 2.41158 0.16666 4.05335
H25 1.40842 2.90302 -0.48939
H26 2.20868 4.80407 0.78131
H27 3.00008 4.52424 3.10832
H28 3.89958 2.74214 6.08067
H29 2.84424 3.96374 5.34018
H30 4.43860 3.61124 4.62679
H31 3.81967 -1.91270 -0.09790
H32 4.50306 -4.09705 -1.06836
H33 3.11710 -6.10746 -0.61546
H34 1.16189 -5.94752 0.85981
H35 -1.13191 -4.48019 3.15968
H36 0.19668 -5.62382 2.81783
H37 -0.96513 -5.16958 1.53808
O4 -0.88477 -0.97466 3.12401
Cl1 -1.78145 -1.24925 2.04406
O5 -2.82998 -0.29539 1.94130
O6 -2.30095 -2.57173 2.09139
O7 -0.95394 -1.16225 0.76871

Output
energy relative to the best compared isomer or geometry (same formula, charge and spin)	61.88	kJ/mol
gap between HOMO and LUMO	7.076	eV
HOMO energy	-7.829	eV
charge	0

=====

[2]
ORCA calculation (ωB97M-V/def2-TZVPD) on a molecular structure, C39H37InN7O4P2 at a distorted geometry.

Atoms and positions in Å:
In1 0.23808 0.57320 -0.62338
O1 -3.63937 3.98827 1.59658
C1 -3.18574 4.72670 0.59617
C2 -3.82745 5.94044 0.17246
C3 -3.37293 6.57974 -0.94880
C4 -2.15629 6.22485 -1.47448
C5 -1.60825 4.98235 -1.25556
C6 -2.13851 4.19735 -0.22819
C7 -1.72096 2.77789 -0.09153
O2 -0.99970 2.27546 -1.03413
N1 -2.23578 2.10645 0.91945
N2 -1.97638 0.75784 0.87474
C8 -2.74390 0.15181 1.74721
C9 -2.98982 -1.23364 1.96376
C10 -3.87404 -1.67300 3.00943
C11 -4.12536 -3.02221 3.18654
C12 -3.50310 -3.94903 2.35601
C13 -2.60294 -3.47191 1.43887
N3 -2.31823 -2.16184 1.27207
H1 -3.07651 3.06892 1.42689
H2 -4.72150 6.24253 0.80650
H3 -4.04744 7.38658 -1.41506
H4 -1.62767 6.95920 -2.08176
H5 -0.72324 4.61210 -1.78279
H6 -3.34026 0.74220 2.47026
H7 -4.30402 -0.92015 3.65572
H8 -4.82536 -3.36605 3.96585
H9 -3.68825 -4.98631 2.54928
H10 -2.01395 -4.05973 0.77134
O3 3.20041 1.32404 -1.07443
C14 2.65861 0.82279 -2.08720
O4 1.37308 0.85506 -2.29722
C15 3.52169 0.07109 -3.03027
C16 4.76229 0.41868 -3.46252
C17 5.54753 -0.53786 -4.17845
C18 4.97755 -1.74300 -4.55745
C19 3.60850 -1.91002 -4.26464
N4 2.92467 -1.05210 -3.54511
H11 5.20876 1.31833 -3.00009
H12 6.46203 -0.19384 -4.60447
H13 5.58218 -2.46254 -5.10416
H14 3.10662 -2.74527 -4.75957
C20 3.17753 -0.30051 2.13562
P1 1.43479 0.02011 1.62919
C21 0.59070 -1.35449 2.43652
C22 0.82413 1.37008 2.64979
C23 -0.30689 1.21763 3.54121
C24 -0.54819 2.12434 4.57256
C25 0.23790 3.25572 4.73744
C26 1.15868 3.53556 3.75513
C27 1.51043 2.58292 2.73524
P2 2.93530 2.99078 1.75746
C28 4.18809 3.41401 3.01314
C29 2.65403 4.60435 0.96971
H15 3.34704 -0.33678 3.25078
H16 3.87447 0.37566 1.66252
H17 3.43920 -1.34967 1.78089
H18 0.79129 -1.34075 3.49540
H19 0.93782 -2.29041 1.97387
H20 -0.47773 -1.40526 2.22845
H21 -0.93695 0.33216 3.45670
H22 -1.38754 1.91523 5.29861
H23 0.14701 3.92716 5.57969
H24 1.70531 4.52468 3.63504
H25 3.93913 4.35074 3.53666
H26 5.12283 3.59964 2.40858
H27 4.33886 2.52713 3.68458
H28 1.61509 4.93761 1.06945
H29 2.88465 4.35128 -0.09142
H30 3.37654 5.42237 1.22678
N5 -0.58895 -9.64275 -4.27591
C30 -0.79973 -8.56983 -3.84910
C31 -0.90839 -7.22968 -3.37662
C32 0.26558 -6.53152 -3.14327
C33 0.19554 -5.18994 -2.75444
C34 -1.01374 -4.52334 -2.67228
C35 -2.21790 -5.21768 -2.96145
C36 -2.15432 -6.56090 -3.32237
N6 -1.13676 -3.13771 -2.35223
C37 -2.30004 -2.34368 -2.52169
C38 -1.98844 -1.11059 -2.11376
N7 -0.65395 -1.09795 -1.71787
C39 -0.16046 -2.29757 -1.88129
H31 1.19537 -7.04998 -3.33503
H32 1.13796 -4.66785 -2.66623
H33 -3.16497 -4.69930 -2.99560
H34 -3.05921 -7.11796 -3.49589
H35 -3.23646 -2.71938 -2.82723
H36 -2.62970 -0.28179 -1.95421
H37 0.85996 -2.62725 -1.79096

Output
energy relative to the best compared isomer or geometry (same formula, charge and spin)	250.48	kJ/mol
gap between HOMO and LUMO	6.253	eV
HOMO energy	-9.723	eV
charge	+1